[1]
DFT (ωB97M-V with the def2-TZVPD basis set) results for C9H10F15MgO17S5 as an isolated structure.

Geometry (Å):
Mg  0.341  -0.092  -0.089
C  -1.955  -3.130  -2.821
F  -2.718  -4.162  -2.982
F  -0.711  -3.682  -2.856
F  -2.221  -2.211  -3.767
S  -2.143  -2.376  -1.045
O  -3.528  -1.796  -0.961
O  -1.938  -3.474  -0.146
O  -1.088  -1.329  -0.952
C  0.419  -2.050  4.013
F  -0.764  -1.429  4.202
F  1.456  -1.187  4.295
F  0.484  -3.121  4.845
S  0.513  -2.641  2.137
O  -0.486  -3.694  1.894
O  0.398  -1.405  1.348
O  1.872  -3.289  2.014
C  -0.024  1.594  -4.319
F  0.507  2.434  -5.212
F  -1.393  1.707  -4.453
F  0.444  0.435  -4.591
S  0.502  2.098  -2.584
O  0.045  1.021  -1.637
O  1.963  2.266  -2.577
O  -0.205  3.376  -2.406
C  3.154  -2.723  -2.952
F  4.460  -2.968  -2.955
F  2.693  -2.389  -4.124
F  2.492  -3.831  -2.587
S  2.915  -1.285  -1.612
O  3.789  -1.724  -0.479
O  3.426  -0.101  -2.334
O  1.511  -1.216  -1.289
C  4.119  1.818  1.953
F  4.656  3.070  2.268
F  5.263  1.131  1.583
F  3.448  1.269  2.989
S  2.853  1.930  0.576
O  2.142  3.144  0.842
O  3.606  1.950  -0.697
O  1.941  0.770  0.648
C  -0.662  1.591  2.278
O  -0.937  0.991  0.944
C  -2.186  1.639  0.418
C  -3.446  0.945  1.032
O  -3.776  1.200  2.348
C  -4.347  2.458  2.637
H  -0.052  0.829  2.763
H  -1.499  1.711  2.966
H  -0.196  2.571  2.179
H  -2.173  1.253  -0.601
H  -2.080  2.718  0.308
H  -3.258  -0.128  1.031
H  -4.275  0.963  0.324
H  -3.681  3.279  2.372
H  -4.399  2.595  3.717
H  -5.271  2.679  2.102

The gap between HOMO and LUMO is 0.2538 hartree. Its total charge is -3. As for the energy above the lowest of the compared OMol25 structures with the same formula, charge and spin: 3.225 eV. The calculation puts the highest occupied orbital energy at -1.03 eV. The multiplicity is 1. As for the calculated total energy: -144688.9855 eV.


[2]
DFT (ωB97M-V with the def2-TZVPD basis set) results for a 2-piece molecular cluster, C9H10F3I overall.

Geometry (Å):
C  -2.290  -1.776  -3.587
C  0.529  0.486  0.517
C  -0.053  -0.022  -0.839
C  1.903  0.634  0.645
C  -1.304  -0.431  -0.931
C  -1.769  -0.707  -3.186
C  2.052  1.097  3.207
C  2.721  1.000  1.820
C  -2.361  -0.892  -0.094
F  -2.157  -2.009  0.574
F  -3.606  -1.042  -0.625
F  -2.606  0.059  0.880
I  -1.062  0.927  -4.184
H  -2.534  -1.924  -4.698
H  -2.576  -2.709  -2.860
H  -0.190  0.408  1.326
H  0.503  0.251  -1.789
H  2.442  0.675  -0.330
H  2.932  1.163  3.919
H  1.377  0.288  3.425
H  1.381  2.104  3.288
H  3.121  2.061  1.582
H  3.545  0.358  1.940

The gap between HOMO and LUMO is 0.3266 hartree. As for the energy above the lowest of the compared OMol25 structures with the same formula, charge and spin: 1.629 eV. The calculation puts the highest occupied orbital energy at -9.19 eV. The multiplicity is 1. As for the calculated total energy: -25742.4975 eV.


[3]
DFT (ωB97M-V with the def2-TZVPD basis set) results for C9H10IN2O as an isolated structure.

Geometry (Å):
C  -0.422  -2.965  -0.385
C  0.716  -2.811  0.391
C  -1.141  -1.864  -0.823
C  1.187  -1.548  0.742
C  -0.695  -0.599  -0.467
C  0.470  -0.454  0.311
C  -1.246  0.735  -0.686
C  -0.231  1.649  -0.036
C  1.952  1.452  1.056
N  0.727  0.920  0.512
N  -0.286  2.962  -0.122
O  -1.745  1.249  -1.811
I  -3.760  0.069  0.393
H  -0.767  -3.955  -0.634
H  1.247  -3.681  0.741
H  -2.046  -1.995  -1.394
H  2.081  -1.452  1.338
H  2.475  0.670  1.598
H  2.600  1.805  0.249
H  1.748  2.273  1.742
H  -1.065  3.389  -0.599
H  0.470  3.553  0.191
H  -2.269  0.602  -2.307

The gap between HOMO and LUMO (spin up / spin down) is 0.2539 / 0.2304 hartree. Its total charge is +1. As for the energy above the lowest of the compared OMol25 structures with the same formula, charge and spin: 0.199 eV. The calculation puts the highest occupied orbital energy (spin up / spin down) at -12.55 / -12.09 eV. The multiplicity is 1. As for the calculated total energy: -22616.4933 eV.


[4]
DFT (ωB97M-V with the def2-TZVPD basis set) results for C9H10LaN4 as an isolated structure.

Geometry (Å):
C  1.376  -0.735  -2.200
C  1.243  -1.979  -1.506
C  1.996  -1.891  -0.297
C  2.598  -0.601  -0.244
C  2.209  0.122  -1.412
La  -0.092  -0.086  0.149
N  -1.144  1.284  -1.147
C  -2.338  0.464  -1.359
C  -2.140  -0.975  -0.967
H  2.170  -2.714  0.411
H  0.732  -2.862  -1.885
H  3.302  -0.249  0.522
H  2.551  1.113  -1.702
H  0.986  -0.510  -3.190
H  -2.033  -1.668  -1.810
H  -3.181  0.934  -0.808
H  -1.285  2.240  -1.449
H  -2.675  -1.297  -0.059
H  -2.590  0.557  -2.432
N  -0.177  1.150  2.176
C  -0.592  1.519  3.229
N  -1.098  1.880  4.346
C  -0.272  2.067  5.364
N  0.454  2.237  6.269

The gap between HOMO and LUMO is 0.2270 hartree. Its total charge is -1. The calculation puts the highest occupied orbital energy at -3.52 eV. The multiplicity is 1. As for the calculated total energy: -16315.3548 eV.


[5]
DFT (ωB97M-V with the def2-TZVPD basis set) results for C9H10MoN4O2S2 as an isolated structure.

Geometry (Å):
Mo  0.557  -0.733  -0.514
N  2.731  1.881  -3.501
C  2.093  1.354  -2.484
S  1.431  -0.293  -2.648
N  1.905  1.980  -1.358
N  1.229  1.394  -0.407
C  0.905  2.073  0.656
C  0.157  1.367  1.653
C  -0.224  1.867  2.900
C  -0.913  1.031  3.769
C  -1.179  -0.280  3.382
C  -0.753  -0.713  2.135
N  -0.115  0.092  1.284
H  2.837  1.375  -4.372
H  3.153  2.799  -3.431
H  1.199  3.115  0.771
H  0.022  2.881  3.180
H  -1.217  1.385  4.745
H  -1.702  -0.962  4.037
H  -0.917  -1.742  1.807
C  -2.416  -2.932  -1.990
C  -1.319  -2.143  -1.405
O  -1.511  -1.178  -0.593
O  -0.099  -2.359  -1.651
H  -3.381  -2.479  -1.772
H  -2.378  -3.943  -1.576
H  -2.267  -3.046  -3.066
S  2.173  -1.790  0.447

The gap between HOMO and LUMO (spin up / spin down) is 0.2273 / 0.2273 hartree. Its total charge is +2. The calculation puts the highest occupied orbital energy (spin up / spin down) at -15.81 / -15.80 eV. The multiplicity is 1. As for the calculated total energy: -43061.9948 eV.


[6]
DFT (ωB97M-V with the def2-TZVPD basis set) results for C9H10N as an isolated structure.

Geometry (Å):
C  1.745  -1.738  1.105
C  0.409  -2.022  1.230
C  1.011  -0.600  -1.104
C  1.426  -0.507  0.315
C  -0.131  -0.819  0.549
C  -0.315  -0.637  -0.938
C  -1.416  0.211  -1.356
C  -0.071  1.729  0.019
C  0.474  0.452  1.014
N  -1.457  1.278  -0.259
H  2.602  -2.326  1.020
H  0.010  -2.814  1.785
H  1.743  -0.817  -1.905
H  -1.078  0.692  -2.420
H  -2.374  -0.302  -1.264
H  0.054  2.734  0.533
H  0.515  1.682  -0.832
H  0.621  0.749  2.143
H  -2.102  2.156  -0.307
H  -1.666  0.901  0.671

The gap between HOMO and LUMO is 0.3281 hartree. Its total charge is +1. As for the energy above the lowest of the compared OMol25 structures with the same formula, charge and spin: 7.106 eV. The calculation puts the highest occupied orbital energy at -12.40 eV. The multiplicity is 1. As for the calculated total energy: -10971.0758 eV.